Computed, not measured: an isolated molecule of C3H4OS at a distorted geometry, with wB97M-V/def2-TZVPD.

Summary:
Highest occupied orbital energy (eV): -9.198
Energy above the lowest of the compared OMol25 structures with the same formula, charge and spin (kJ/mol): 327.3
E_tot (Ha): -590.0000

XYZ file:
```
9
Properties=species:S:1:pos:R:3:forces:R:3:lowdin_charge:R:1
C 1.71547 -0.01669 -0.19528 -0.5 -1.7 -0.7 -0.0435
C 0.76276 0.64607 0.40430 -4.7 -3.1 -1.4 -0.0945
C -0.84141 -0.24149 0.24952 1.5 6.0 0.4 -0.2951
O -3.37040 -0.60282 -0.07087 0.1 0.7 -0.4 -0.5971
S -2.35285 0.46807 0.05849 2.1 -2.0 1.0 0.8699
H 2.71656 0.29898 -0.41036 0.3 0.3 0.2 0.0547
H 1.39426 -1.00880 -0.59881 0.8 0.8 0.4 0.0718
H 0.66593 1.63187 0.70077 0.2 1.6 0.9 0.0417
H -0.69032 -1.17520 -0.13776 0.2 -2.7 -0.4 -0.0079
```
Positions in Å, forces in eV/Å.



Computed, not measured: a structure of composition C3H4OS at a distorted geometry, with wB97M-V/def2-TZVPD.

Summary:
Highest occupied orbital energy (eV): -8.729
Energy above the lowest of the compared OMol25 structures with the same formula, charge and spin (kJ/mol): 184.4
E_tot (Ha): -590.0544

XYZ file:
```
9
Properties=species:S:1:pos:R:3:forces:R:3:lowdin_charge:R:1
C 1.02647 -0.27976 -0.14994 3.6 3.0 1.5 -0.8975
C -0.07924 0.79677 0.00889 0.5 -2.2 -5.5 -0.0803
C -0.84513 -0.50360 0.14461 -3.6 1.6 1.3 -0.2035
H -0.36896 1.18296 -1.04824 0.8 -0.1 1.8 0.1503
H 0.08868 1.57322 0.65834 0.1 1.4 1.9 0.0802
H -1.36137 -0.71125 -0.77686 -1.8 0.2 0.4 0.1236
H -1.35754 -0.49411 1.15045 0.2 -1.1 -1.2 0.1528
O 0.25595 -1.30580 -0.04167 0.7 -2.9 0.5 -0.0164
S 2.64114 -0.25845 0.05442 -0.4 0.0 -0.7 0.6908
```
Positions in Å, forces in eV/Å.



Computed, not measured: a cluster of 2 separate species, C3H4OS in total at a distorted geometry, with wB97M-V/def2-TZVPD.

Summary:
Highest occupied orbital energy (eV): -8.816
Energy above the lowest of the compared OMol25 structures with the same formula, charge and spin (kJ/mol): 117.3
E_tot (Ha): -590.0800

XYZ file:
```
9
Properties=species:S:1:pos:R:3:forces:R:3:lowdin_charge:R:1
C 2.23582 -2.54556 -1.21115 0.7 0.0 -0.3 -0.0964
C -0.28447 -0.83500 0.56491 1.1 -2.0 -2.2 -0.6651
C -0.53018 0.60276 0.78094 1.3 -1.7 1.9 -0.1682
O 3.27420 -2.19779 -0.92673 -0.4 -0.2 -0.1 -0.0102
S 1.00144 -1.68974 1.16989 -1.9 1.1 -0.1 0.6488
H -0.91654 -1.32353 -0.26242 0.7 0.4 1.5 0.0835
H -1.16417 0.52416 1.65254 -0.2 0.8 0.8 0.0839
H -1.07359 1.09461 0.05234 -0.8 0.9 -1.7 0.0491
H 0.45737 1.00170 1.00851 -0.4 0.7 0.2 0.0745
```
Positions in Å, forces in eV/Å.



Computed, not measured: a cluster of 2 separate species, C3H4OS in total at a distorted geometry, with wB97M-V/def2-TZVPD.

Summary:
Highest occupied orbital energy (eV): -9.535
Energy above the lowest of the compared OMol25 structures with the same formula, charge and spin (kJ/mol): 502.9
E_tot (Ha): -589.9331

XYZ file:
```
9
Properties=species:S:1:pos:R:3:forces:R:3:lowdin_charge:R:1
C 0.21813 -1.00387 1.18621 -0.8 0.6 1.7 -0.1163
C 0.13532 0.32285 1.17475 0.2 -1.0 -3.7 -0.0116
C -0.18605 1.05590 -0.88856 0.8 -4.5 4.4 -0.2525
O -0.54809 0.26718 -3.23621 0.2 -0.8 0.0 -0.5852
S -0.35147 -0.22955 -1.85393 -0.3 2.3 0.0 0.8535
H 0.14136 -1.49188 2.15630 0.6 0.4 0.5 0.0536
H 0.14262 -1.81373 0.51304 -0.1 0.1 -1.7 0.0200
H 0.39669 0.86756 2.08479 -0.6 0.7 -0.8 0.0560
H 0.05149 2.02554 -1.13639 0.1 2.1 -0.5 -0.0176
```
Positions in Å, forces in eV/Å.



Computed, not measured: an isolated molecule of C3H4OS at a distorted geometry, with wB97M-V/def2-TZVPD.

Summary:
Highest occupied orbital energy (alpha / beta) (eV): -4.697 / -9.906
<S²>: 2.01
Energy above the lowest of the compared OMol25 structures with the same formula, charge and spin (kJ/mol): 479.0
E_tot (Ha): -589.8381
2S+1: 3

XYZ file:
```
9
Properties=species:S:1:pos:R:3:forces:R:3:lowdin_spin:R:1
C 0.75923 1.10173 -0.29595 0.1 -0.2 -1.1 0.1633
C 0.15300 0.06570 0.15317 -6.6 -0.9 -1.4 0.4500
C -1.41870 -0.56342 0.28032 2.6 4.6 -1.1 0.1483
O 2.69162 -0.79514 -0.58373 0.9 -1.1 -2.7 0.5280
S 1.96530 -0.05538 0.43688 3.8 1.2 4.4 0.6477
H 0.65410 1.95395 -0.95818 0.1 0.2 0.2 0.0344
H -1.21455 -1.56881 0.23835 -0.5 -2.3 -0.4 0.0042
H -1.96693 0.03946 -0.51508 0.5 -1.4 0.9 0.0183
H -1.62307 -0.17810 1.24422 -0.9 -0.1 1.1 0.0059
```
Positions in Å, forces in eV/Å.



Computed, not measured: an isolated molecule of C3H4OS at a distorted geometry, with wB97M-V/def2-TZVPD.

Summary:
Highest occupied orbital energy (alpha / beta) (eV): -5.538 / -10.643
<S²>: 2.01
Energy above the lowest of the compared OMol25 structures with the same formula, charge and spin (kJ/mol): 305.5
E_tot (Ha): -589.9042
2S+1: 3

XYZ file:
```
9
Properties=species:S:1:pos:R:3:forces:R:3:lowdin_spin:R:1
C -1.65748 -0.94156 -0.49125 -4.8 -0.5 -3.0 0.6494
C -0.69953 -0.19958 -0.04015 2.4 2.7 2.7 0.5423
C 0.67531 0.21878 0.14680 1.9 -0.9 0.2 0.0718
O 0.92213 1.48666 -0.42413 1.9 -1.1 -1.2 0.0375
S -2.25462 0.77321 0.11897 1.9 -2.3 -0.7 0.6042
H -2.37176 -1.71256 -0.58020 -0.2 -0.8 0.6 0.0553
H 0.36713 2.13469 -0.06104 -1.3 1.2 0.9 0.0019
H 1.52668 -0.55571 -0.38715 -2.7 2.0 1.8 0.0066
H 0.76999 0.28845 1.28947 0.8 -0.2 -1.4 0.0311
```
Positions in Å, forces in eV/Å.



Computed, not measured: an isolated molecule of C3H4OS2 at a distorted geometry, with wB97M-V/def2-TZVPD.

Summary:
Highest occupied orbital energy (alpha / beta) (eV): -8.832 / -7.845
Energy above the lowest of the compared OMol25 structures with the same formula, charge and spin (kJ/mol): 401.1
E_tot (Ha): -988.1794

XYZ file:
```
10
Properties=species:S:1:pos:R:3:forces:R:3:lowdin_charge:R:1
C 0.17721 -1.84880 1.27953 0.0 -0.1 0.4 -0.5363
C 0.03275 -0.56562 1.06164 -0.8 -2.8 1.1 -0.2962
C -0.17392 -0.04197 -0.25836 0.3 0.2 -3.0 -0.1280
O -2.52067 -4.47122 0.02879 -0.1 0.1 -0.1 -0.6443
S 0.06078 -3.43119 0.91313 0.3 -0.3 -0.2 0.6446
S -1.61245 -3.35652 -0.32381 -0.2 -0.3 0.0 0.5849
H -0.02056 -0.06273 1.97509 0.1 1.7 1.1 0.0869
H 0.70536 0.62903 -0.35577 -0.5 -0.1 -1.0 0.0863
H -1.10689 0.55897 -0.46417 0.9 -0.7 0.5 0.1000
H -0.12471 -0.96455 -1.00212 0.0 2.3 1.2 0.1021
```
Positions in Å, forces in eV/Å.



Computed, not measured: an isolated molecule of C3H4OS3 at a distorted geometry, with wB97M-V/def2-TZVPD.

Summary:
SMILES string: CSC(=S)C(O)=S
Highest occupied orbital energy (eV): -8.904
Energy above the lowest of the compared OMol25 structures with the same formula, charge and spin (kJ/mol): 57.8
E_tot (Ha): -1386.4830

XYZ file:
```
11
Properties=species:S:1:pos:R:3:forces:R:3:lowdin_charge:R:1
C -0.08021 -1.53530 -1.70534 -0.1 -0.7 -2.2 -0.4662
C -0.12831 0.12686 0.52186 0.4 0.5 -1.4 -1.1135
C 0.18515 1.42715 1.18822 0.7 1.0 -0.3 -0.9674
H 0.89439 -2.01107 -1.52268 -0.4 0.2 0.5 0.0433
H -0.92491 -2.14783 -1.32596 0.6 0.6 -0.1 0.0377
H -0.13601 -1.51956 -2.85965 -0.2 0.0 1.7 0.0624
H -0.23139 2.51183 2.58527 0.1 0.7 0.5 0.0852
O -0.55752 1.67126 2.26693 -0.1 -0.7 -0.7 -0.0102
S -0.10311 0.19376 -1.27407 0.0 0.1 1.4 0.8333
S -0.30865 -1.17663 1.41925 -0.2 -0.9 0.4 0.7859
S 1.39057 2.45953 0.70617 -0.9 -0.8 0.2 0.7095
```
Positions in Å, forces in eV/Å.



Computed, not measured: an isolated molecule of C3H4OS4 at a distorted geometry, with wB97M-V/def2-TZVPD.

Summary:
SMILES string: OC(=S)[C@H](S)C(=S)S
Highest occupied orbital energy (eV): -9.242
Energy above the lowest of the compared OMol25 structures with the same formula, charge and spin (kJ/mol): 0.0
E_tot (Ha): -1784.6614

XYZ file:
```
12
Properties=species:S:1:pos:R:3:forces:R:3:lowdin_charge:R:1
C 0.13369 0.53898 -0.33121 -0.3 1.2 -1.4 -0.7748
C 1.31512 -0.21311 0.15284 1.4 -0.2 2.3 -0.9806
C -1.20097 0.01207 0.24300 0.3 -0.4 0.6 -1.1441
H -0.88722 2.60860 -0.42478 0.5 0.1 0.0 -0.1438
H 0.18244 0.36263 -1.41988 -0.7 -0.3 0.4 0.1032
H 2.33725 -1.73800 -0.28678 -0.1 0.6 -0.2 0.1224
H -2.53875 -1.86449 0.36629 0.6 -0.1 0.0 -0.0995
O 1.71093 -1.12231 -0.72361 0.0 -0.8 -0.4 -0.0188
S 0.44058 2.35373 -0.27036 -0.8 -0.4 0.5 0.7316
S 2.07850 -0.02724 1.60422 -0.7 0.0 -0.9 0.7311
S -1.21440 -1.75979 0.05510 -1.0 0.6 0.0 0.7845
S -2.35716 0.84893 1.03517 0.8 -0.3 -0.8 0.6889
```
Positions in Å, forces in eV/Å.



Computed, not measured: a structure of composition C3H4OZn at a distorted geometry, with wB97M-V/def2-TZVPD.

Summary:
Highest occupied orbital energy (alpha / beta) (eV): -14.386 / -13.626
<S²>: 0.84
Energy above the lowest of the compared OMol25 structures with the same formula, charge and spin (kJ/mol): 0.0
E_tot (Ha): -1970.7214
2S+1: 2
Charge: +1

XYZ file:
```
9
Properties=species:S:1:pos:R:3:forces:R:3:lowdin_spin:R:1
C -2.53707 -0.12038 0.04426 -1.2 1.7 0.3 0.0996
C -1.21778 0.60078 0.23171 -1.3 -1.2 -0.6 0.0549
C -1.50138 -0.92185 0.11878 1.7 0.6 0.2 0.3043
H -3.53466 0.03204 0.44708 0.1 -0.3 -0.6 -0.0020
H -1.05988 1.07802 1.21254 0.2 -0.4 -0.4 0.0210
H -0.87401 1.17552 -0.64344 0.2 -0.5 0.5 0.0253
H -1.10210 -1.91126 0.32665 -0.2 0.3 -0.3 0.0105
O -3.57722 0.35668 -2.11440 0.6 -0.3 0.2 0.5950
Zn -3.18207 -0.10564 -3.79649 -0.1 0.1 0.8 -0.1086
```
Positions in Å, forces in eV/Å.



Computed, not measured: a cluster of 2 separate species, C3H4P2 in total at a distorted geometry, with wB97M-V/def2-TZVPD.

Summary:
Highest occupied orbital energy (eV): -8.924
Energy above the lowest of the compared OMol25 structures with the same formula, charge and spin (kJ/mol): 143.2
E_tot (Ha): -799.2882

XYZ file:
```
9
Properties=species:S:1:pos:R:3:forces:R:3:lowdin_charge:R:1
C -0.12408 -0.13910 0.79009 -0.1 0.7 -0.6 -0.0254
C 0.71113 -0.21610 -0.21351 0.4 -0.7 -2.1 -0.3186
C 0.44347 0.16959 -1.68031 -2.6 3.9 0.6 -0.9690
P 1.84315 1.02431 -2.62776 -0.4 -1.0 -0.1 0.5018
P 0.87730 -0.61532 -3.28213 0.5 0.2 0.5 0.4997
H 0.17851 -0.36863 1.79116 -0.3 -0.1 0.3 0.0550
H -1.03029 0.30495 0.47657 -1.4 0.3 0.7 0.0372
H 1.64985 -0.67004 0.02180 0.9 -0.1 -0.5 0.0707
H -0.64770 1.10289 -1.86205 3.0 -3.2 1.1 0.1484
```
Positions in Å, forces in eV/Å.



Computed, not measured: an isolated molecule of C3H4P2 at a distorted geometry, with wB97M-V/def2-TZVPD.

Summary:
SMILES string: C=CP1#P=C1
Highest occupied orbital energy (eV): -8.090
Energy above the lowest of the compared OMol25 structures with the same formula, charge and spin (kJ/mol): 194.9
E_tot (Ha): -799.2686

XYZ file:
```
9
Properties=species:S:1:pos:R:3:forces:R:3:lowdin_charge:R:1
C 1.51259 0.16962 -0.39158 0.4 0.4 1.1 -0.1356
C 0.32693 0.09915 -0.95135 -2.8 -0.3 1.8 -0.4059
C -2.95015 -0.81104 0.36895 2.7 2.3 -2.9 -0.6493
P -1.22843 0.24498 0.31777 0.4 0.0 0.9 0.5727
P -3.07968 0.45651 -0.77364 -0.5 -1.8 1.5 0.5558
H 2.49469 0.34859 -0.87148 -0.8 -0.2 0.2 0.0607
H 1.46222 0.17163 0.73116 0.6 -0.2 -1.0 0.0420
H -0.12560 0.26098 -1.88283 0.7 -0.1 -1.8 -0.0051
H -3.10628 -1.84347 0.61865 -0.6 0.0 0.2 -0.0354
```
Positions in Å, forces in eV/Å.